1.
Computed, not measured: a cluster of 11 separate species, C44H66O33 in total, with ωB97M-V/def2-TZVPD.

Positions of all 143 atoms, in Å:
C -2.091 3.939 3.257
C -1.760 3.125 1.940
C -2.986 2.703 1.154
O -2.621 3.028 -0.139
C -1.519 3.766 -0.125
O -0.934 4.098 -1.149
O -1.106 3.935 1.123
H -2.688 4.799 2.950
H -1.200 4.325 3.752
H -2.652 3.378 4.004
H -1.169 2.227 2.121
H -3.845 3.257 1.530
H -3.191 1.633 1.163
C -4.170 0.189 -7.141
C -2.857 -0.663 -6.856
C -2.338 -0.611 -5.465
O -2.065 -1.965 -5.233
C -2.792 -2.714 -6.033
O -2.698 -3.948 -6.076
O -3.379 -1.940 -6.902
H -4.542 0.199 -8.165
H -3.928 1.237 -6.960
H -5.034 -0.010 -6.507
H -2.073 -0.581 -7.609
H -3.113 -0.210 -4.812
H -1.477 0.053 -5.392
C -0.258 0.866 -1.789
C 0.225 0.144 -0.516
C 1.709 -0.377 -0.556
O 2.189 0.056 0.700
C 1.356 0.867 1.343
O 1.492 1.318 2.525
O 0.224 0.993 0.641
H 0.242 1.823 -1.942
H -1.319 1.087 -1.674
H -0.192 0.453 -2.796
H -0.436 -0.714 -0.393
H 2.139 0.150 -1.408
H 1.650 -1.463 -0.636
C -3.359 3.361 -3.697
C -2.621 3.836 -4.958
C -1.294 4.482 -4.670
O -0.425 3.714 -5.427
C -1.061 2.848 -6.228
O -0.561 2.135 -7.071
O -2.256 2.700 -5.722
H -2.863 2.581 -3.120
H -4.334 2.923 -3.911
H -3.550 4.163 -2.984
H -3.187 4.473 -5.638
H -1.055 4.400 -3.609
H -1.418 5.529 -4.945
C 2.506 4.045 0.941
C 2.888 3.849 -0.531
C 2.192 4.829 -1.447
O 3.289 5.443 -2.145
C 4.501 5.043 -1.641
O 5.602 5.562 -1.929
O 4.283 4.075 -0.730
H 2.802 5.051 1.239
H 2.855 3.253 1.604
H 1.427 4.016 1.093
H 2.668 2.807 -0.762
H 1.665 5.554 -0.827
H 1.607 4.293 -2.195
C -4.865 -4.139 -2.532
C -3.593 -3.716 -1.661
C -2.983 -2.442 -2.120
O -2.732 -1.789 -0.877
C -3.213 -2.489 0.155
O -3.121 -2.116 1.337
O -3.951 -3.523 -0.322
H -5.441 -3.267 -2.845
H -5.506 -4.856 -2.020
H -4.406 -4.582 -3.415
H -2.918 -4.566 -1.757
H -3.582 -1.840 -2.804
H -2.040 -2.719 -2.591
C 3.153 -1.518 3.794
C 4.317 -1.623 2.748
C 5.725 -1.781 3.388
O 6.232 -2.830 2.677
C 5.347 -3.431 1.886
O 5.575 -4.395 1.165
O 4.169 -2.875 2.128
H 2.145 -1.660 3.404
H 3.117 -0.529 4.251
H 3.357 -2.286 4.539
H 4.359 -0.810 2.024
H 5.729 -1.828 4.477
H 6.366 -0.920 3.198
C 0.217 -1.209 6.963
C 0.476 0.243 6.713
C 0.540 0.585 5.231
O 0.011 1.913 5.242
C -0.848 2.051 6.255
O -1.695 2.975 6.279
O -0.634 1.044 7.100
H 1.131 -1.801 6.996
H -0.546 -1.612 6.297
H -0.232 -1.316 7.950
H 1.386 0.523 7.245
H -0.042 -0.075 4.588
H 1.566 0.557 4.865
C 3.203 3.320 4.956
C 2.836 4.536 5.693
C 1.424 4.977 5.528
O 0.981 5.264 6.833
C 1.865 4.866 7.736
O 1.746 4.993 8.952
O 2.921 4.398 7.132
H 4.281 3.224 4.828
H 2.811 3.257 3.941
H 2.771 2.451 5.452
H 3.540 5.352 5.525
H 0.914 4.123 5.082
H 1.502 5.771 4.785
C 1.270 -6.687 -5.164
C 0.407 -5.427 -4.805
C -0.552 -5.798 -3.579
O -0.415 -4.578 -2.845
C 0.605 -3.800 -3.280
O 0.929 -2.769 -2.720
O 1.189 -4.379 -4.336
H 1.957 -6.993 -4.375
H 1.796 -6.468 -6.093
H 0.538 -7.483 -5.298
H -0.288 -5.074 -5.567
H -0.132 -6.675 -3.085
H -1.563 -6.078 -3.871
C -0.936 -6.222 0.862
C 0.227 -5.339 1.361
C 0.741 -4.151 0.525
O 0.970 -3.156 1.490
C 0.125 -3.427 2.533
O -0.282 -2.636 3.384
O -0.147 -4.748 2.569
H -0.719 -6.586 -0.142
H -1.769 -5.589 0.556
H -1.270 -7.025 1.519
H 1.067 -6.003 1.565
H 0.110 -3.765 -0.275
H 1.680 -4.443 0.055

Cartesian forces (eV/Å) of the 3 atoms listed first:
0.1 -0.7 -1.0
-2.1 -2.0 5.0
-0.7 -0.7 1.7

As for the highest occupied orbital energy: -10.41 eV. The SMILES is C[C@H]1COC(=O)O1.C[C@H]1COC(=O)O1.C[C@H]1COC(=O)O1.C[C@H]1COC(=O)O1.C[C@H]1COC(=O)O1.C[C@H]1COC(=O)O1.C[C@H]1COC(=O)O1.C[C@H]1COC(=O)O1.C[C@H]1COC(=O)O1.C[C@H]1COC(=O)O1.C[C@H]1COC(=O)O1. The calculation puts the electronic energy at -4199.184071 Eh. The energy above the lowest of the compared OMol25 structures with the same formula, charge and spin is 4.988 eV. As for the HOMO-LUMO gap: 0.3829 Ha. As for the molar mass: 1122.98 g mol⁻¹.

Here are the Mulliken charges for atoms 1 to 4, given in e: -1.6306, 1.4876, -0.3670, -0.2310

=====

2.
Computed, not measured: a cluster of 11 separate species, C44H66O33 in total, with ωB97M-V/def2-TZVPD.

Positions of all 143 atoms, in Å:
C -14.182 0.722 9.579
C -14.053 -0.692 9.065
C -15.278 -1.567 9.376
O -15.557 -2.235 8.143
C -14.872 -1.647 7.167
O -15.041 -1.878 6.008
O -14.008 -0.726 7.633
H -13.865 0.777 10.621
H -15.168 1.164 9.441
H -13.474 1.398 9.091
H -13.169 -1.168 9.493
H -16.154 -0.952 9.599
H -15.194 -2.237 10.227
C -22.305 -6.806 8.566
C -21.205 -6.003 9.216
C -21.457 -5.562 10.666
O -20.244 -5.881 11.338
C -19.425 -6.567 10.514
O -18.309 -6.880 10.766
O -20.043 -6.828 9.351
H -22.754 -7.524 9.255
H -21.958 -7.401 7.722
H -23.029 -6.091 8.167
H -20.962 -5.124 8.615
H -22.293 -6.136 11.073
H -21.663 -4.496 10.731
C -15.440 4.615 12.077
C -15.944 3.632 13.118
C -15.442 2.189 13.033
O -14.976 1.881 14.315
C -14.903 3.011 15.066
O -14.361 3.088 16.112
O -15.470 4.051 14.407
H -14.407 4.397 11.791
H -15.531 5.624 12.472
H -15.941 4.565 11.107
H -17.036 3.654 13.130
H -14.681 2.030 12.266
H -16.300 1.603 12.698
C -18.771 0.852 9.966
C -19.350 -0.324 10.737
C -20.758 -0.705 10.214
O -20.582 -2.013 9.640
C -19.324 -2.438 9.857
O -18.916 -3.522 9.546
O -18.593 -1.499 10.434
H -18.972 0.757 8.899
H -17.694 0.958 10.112
H -19.170 1.808 10.312
H -19.347 -0.190 11.818
H -21.162 -0.025 9.464
H -21.510 -0.800 10.996
C -19.153 0.533 14.491
C -18.807 0.797 15.943
C -17.425 0.322 16.362
O -16.910 1.368 17.178
C -17.599 2.484 16.904
O -17.285 3.580 17.247
O -18.632 2.229 16.073
H -19.961 1.199 14.186
H -19.483 -0.492 14.375
H -18.284 0.753 13.868
H -19.616 0.520 16.622
H -16.761 0.140 15.516
H -17.538 -0.624 16.892
C -11.499 -1.431 12.987
C -12.980 -1.428 13.274
C -13.671 -2.783 13.372
O -14.519 -2.647 14.497
C -14.242 -1.504 15.176
O -14.788 -1.159 16.161
O -13.192 -0.902 14.591
H -10.935 -2.104 13.636
H -11.049 -0.447 13.077
H -11.387 -1.863 11.986
H -13.491 -0.724 12.608
H -12.931 -3.590 13.420
H -14.328 -3.072 12.549
C -26.043 -1.911 14.217
C -25.105 -0.730 14.245
C -24.260 -0.605 15.525
O -22.980 -0.213 15.054
C -22.857 -0.566 13.770
O -21.867 -0.491 13.126
O -24.084 -0.868 13.252
H -26.668 -1.944 15.113
H -25.520 -2.852 14.070
H -26.788 -1.797 13.427
H -25.661 0.200 14.114
H -24.251 -1.522 16.116
H -24.630 0.200 16.157
C -15.366 -4.275 17.085
C -16.071 -4.109 18.419
C -17.280 -5.023 18.561
O -17.044 -5.798 19.737
C -15.826 -5.497 20.243
O -15.380 -5.934 21.251
O -15.205 -4.602 19.450
H -15.092 -5.304 16.857
H -14.459 -3.678 16.989
H -16.057 -3.873 16.335
H -16.368 -3.076 18.606
H -17.348 -5.749 17.746
H -18.211 -4.473 18.678
C -19.594 -3.679 13.394
C -18.088 -3.490 13.630
C -17.160 -4.127 12.624
O -16.293 -3.044 12.260
C -16.778 -1.885 12.668
O -16.266 -0.827 12.440
O -17.853 -2.063 13.480
H -19.885 -4.684 13.698
H -19.835 -3.593 12.331
H -20.123 -2.873 13.898
H -17.837 -3.774 14.653
H -17.655 -4.432 11.702
H -16.569 -4.893 13.117
C -22.667 -4.768 14.733
C -22.249 -4.459 16.153
C -21.387 -5.592 16.754
O -20.075 -5.020 16.799
C -20.154 -3.702 16.557
O -19.230 -2.960 16.641
O -21.415 -3.329 16.275
H -23.156 -3.981 14.165
H -23.334 -5.638 14.688
H -21.832 -5.218 14.185
H -23.152 -4.441 16.769
H -21.502 -6.468 16.118
H -21.624 -5.834 17.790
C -19.125 -8.625 16.641
C -18.215 -8.769 15.442
C -18.637 -7.890 14.253
O -17.450 -7.191 13.917
C -16.457 -7.483 14.758
O -15.338 -7.094 14.671
O -16.911 -8.280 15.754
H -18.776 -9.288 17.437
H -20.120 -9.017 16.411
H -19.195 -7.618 17.048
H -18.203 -9.816 15.137
H -19.372 -7.128 14.535
H -19.016 -8.433 13.389

Cartesian forces (eV/Å) of the 3 atoms listed first:
0.8 0.6 -0.1
-0.5 -0.3 0.5
-0.7 0.7 0.2

As for the highest occupied orbital energy: -10.05 eV. The SMILES is C[C@H]1COC(=O)O1.C[C@H]1COC(=O)O1.C[C@H]1COC(=O)O1.C[C@H]1COC(=O)O1.C[C@H]1COC(=O)O1.C[C@H]1COC(=O)O1.C[C@H]1COC(=O)O1.C[C@H]1COC(=O)O1.C[C@H]1COC(=O)O1.C[C@H]1COC(=O)O1.C[C@H]1COC(=O)O1. The calculation puts the electronic energy at -4199.325004 Eh. The energy above the lowest of the compared OMol25 structures with the same formula, charge and spin is 1.153 eV. As for the HOMO-LUMO gap: 0.3537 Ha. As for the molar mass: 1122.98 g mol⁻¹.

Here are the Mulliken charges for atoms 1 to 4, given in e: -1.1301, 0.8770, 1.3062, -0.3904

=====

3.
Computed, not measured: a structure of composition C44H76ClIN2O38S10, with ωB97M-V/def2-TZVPD.

Positions of all 172 atoms, in Å:
C 3.574 0.077 -0.248
C 2.350 0.550 0.675
C 0.933 0.318 -0.037
C 0.143 1.663 -0.325
C 0.264 2.190 -1.806
C -0.597 1.395 -2.862
C -2.010 2.053 -3.161
C -3.121 0.952 -3.514
C -3.380 0.126 -2.183
C -4.878 -0.007 -1.768
C -5.397 -1.389 -1.331
C -4.461 -2.662 -1.334
C -3.671 -2.822 0.063
C -2.125 -2.849 -0.290
Cl -1.092 -2.721 1.203
C -6.767 -1.631 -0.881
C -7.319 -3.001 -0.390
C -7.181 -3.113 1.197
C -7.539 -4.534 1.751
I -7.338 -4.619 3.939
C -7.717 -0.457 -0.849
N -9.016 -0.609 -0.415
S -9.620 0.940 -0.619
N -8.308 1.787 -1.209
C -7.237 0.909 -1.297
C -5.820 1.122 -1.734
C -5.388 2.567 -2.140
C -5.996 3.722 -1.211
C -4.845 4.659 -0.643
O -4.513 4.262 0.707
C -5.404 4.758 1.642
C -5.734 3.818 2.875
O -5.919 5.854 1.625
H 4.391 -0.301 0.438
H 3.968 0.945 -0.838
H 3.281 -0.803 -0.891
H 2.478 1.607 1.041
H 2.424 -0.099 1.602
H 1.030 -0.370 -0.919
H 0.319 -0.248 0.730
H -0.922 1.515 0.004
H 0.591 2.447 0.361
H -0.020 3.282 -1.779
H 1.354 2.165 -2.081
H -0.716 0.337 -2.502
H -0.021 1.412 -3.834
H -1.972 2.883 -3.912
H -2.333 2.533 -2.180
H -4.043 1.404 -3.965
H -2.646 0.321 -4.328
H -2.820 0.635 -1.337
H -2.899 -0.876 -2.308
H -5.055 -3.614 -1.449
H -3.748 -2.655 -2.211
H -3.936 -3.828 0.499
H -3.958 -1.982 0.745
H -1.938 -3.864 -0.748
H -1.826 -2.105 -1.067
H -8.434 -2.997 -0.593
H -6.914 -3.896 -0.932
H -7.942 -2.391 1.627
H -6.183 -2.726 1.566
H -8.612 -4.830 1.563
H -6.899 -5.358 1.317
H -4.282 2.728 -2.163
H -5.801 2.739 -3.183
H -6.578 3.323 -0.342
H -6.628 4.379 -1.878
H -5.187 5.726 -0.739
H -3.883 4.591 -1.238
H -6.737 3.342 2.668
H -5.823 4.468 3.784
H -4.942 3.023 2.988
C 2.349 -4.259 -0.901
C 2.613 -5.155 -2.095
O 1.489 -4.955 -2.960
S 0.969 -3.434 -2.805
O 1.522 -2.658 -3.862
O -0.428 -3.465 -2.523
O 1.762 -3.074 -1.446
H 1.628 -4.713 -0.216
H 3.261 -4.019 -0.357
H 2.701 -6.203 -1.816
H 3.512 -4.845 -2.631
C 6.064 -8.668 -3.024
C 6.931 -7.673 -3.772
O 6.745 -6.434 -3.084
S 6.496 -6.732 -1.515
O 7.728 -6.570 -0.825
O 5.300 -6.069 -1.118
O 6.193 -8.313 -1.645
H 5.013 -8.567 -3.305
H 6.384 -9.697 -3.183
H 6.647 -7.578 -4.819
H 7.989 -7.941 -3.706
C -3.694 -5.143 5.499
C -4.383 -5.477 6.807
O -3.756 -6.683 7.252
S -2.212 -6.684 6.776
O -1.406 -6.238 7.859
O -1.958 -7.902 6.079
O -2.321 -5.488 5.698
H -4.084 -5.753 4.680
H -3.788 -4.090 5.240
H -5.455 -5.621 6.688
H -4.201 -4.704 7.559
C -4.586 6.985 5.344
C -3.163 7.483 5.514
O -3.098 7.954 6.862
S -4.083 7.061 7.783
O -3.307 6.056 8.427
O -4.948 7.938 8.495
O -4.919 6.364 6.588
H -5.278 7.815 5.182
H -4.678 6.272 4.526
H -2.915 8.280 4.815
H -2.443 6.668 5.405
C 4.528 4.358 -2.040
C 4.485 5.784 -1.527
O 3.128 6.203 -1.716
S 2.153 4.928 -1.540
O 1.642 4.935 -0.210
O 1.317 4.844 -2.687
O 3.286 3.777 -1.636
H 4.578 4.331 -3.132
H 5.364 3.797 -1.626
H 5.167 6.440 -2.063
H 4.705 5.826 -0.463
C 9.386 4.568 -0.189
C 9.122 4.562 -1.681
O 7.936 5.348 -1.846
S 7.906 6.503 -0.713
O 8.405 7.707 -1.284
O 6.651 6.434 -0.041
O 9.045 5.889 0.249
H 8.736 3.860 0.331
H 10.423 4.345 0.046
H 8.976 3.557 -2.073
H 9.931 5.051 -2.228
C 14.991 2.054 -0.018
C 14.948 3.479 0.500
O 13.592 3.894 0.315
S 12.618 2.617 0.492
O 12.110 2.623 1.820
O 11.777 2.532 -0.656
O 13.750 1.471 0.387
H 15.039 2.030 -1.109
H 15.828 1.491 0.393
H 15.628 4.138 -0.036
H 15.171 3.519 1.569
C -4.716 6.369 -5.627
C -4.252 6.027 -4.223
O -3.867 4.653 -4.288
S -3.280 4.335 -5.763
O -1.861 4.408 -5.706
O -3.973 3.210 -6.288
O -3.824 5.669 -6.497
H -5.729 6.002 -5.809
H -4.678 7.439 -5.825
H -5.034 6.173 -3.479
H -3.371 6.612 -3.943
C -0.812 -9.688 3.778
C -0.117 -10.976 4.175
O 0.260 -11.586 2.937
S 0.592 -10.430 1.857
O 2.002 -10.232 1.828
O -0.171 -10.682 0.682
O -0.074 -9.194 2.654
H -1.839 -9.876 3.455
H -0.815 -8.956 4.584
H -0.763 -11.637 4.749
H 0.794 -10.774 4.744

Cartesian forces (eV/Å) of the 3 atoms listed first:
-0.1 0.2 1.1
0.4 -1.1 -0.5
-0.3 0.2 1.5

As for the highest occupied orbital energy: -8.27 eV. The calculation puts the electronic energy at -9430.240849 Eh. As for the HOMO-LUMO gap: 0.2769 Ha. As for the molar mass: 1724.10 g mol⁻¹.

Here are the Mulliken charges for atoms 1 to 4, given in e: -0.6021, -0.4817, 0.3917, -0.7958

=====

Q: Number 2 is which compound?
A: C44H66O33

=====

Q: The lowest electronic energy belongs to which entry?
A: C44H76ClIN2O38S10

=====

Q: The highest electronic energy belongs to which entry?
A: number 1